ORCA calculation (ωB97M-V/def2-TZVPD) on a structure of composition C36H55CoN4OP2Se at a distorted geometry.

net charge = +1
HOMO (spin up / spin down) = -8.643 / -9.490 eV
⟨S²⟩ = 3.84
2S+1 = 4

Last column: Löwdin spin population.
CARTESIAN COORDINATES (ANGSTROEM)
Se (-0.782, -1.093, 2.514)  0.0637
Co (-0.241, 0.021, 0.070)  1.7147
P (2.462, -0.372, -0.181)  0.1185
P (-2.459, 0.159, -0.215)  0.0298
O (0.851, 2.137, 1.715)  -0.0218
N (0.328, 1.008, -1.309)  0.0527
N (-0.571, 0.152, 5.172)  0.0027
N (-0.454, -1.406, -1.290)  0.1494
N (-0.449, -2.017, 5.231)  0.0078
C (-0.582, -0.958, 4.369)  0.0264
C (-4.169, -0.822, 1.786)  0.0003
C (-3.179, 1.900, -0.110)  0.0017
C (-2.997, -2.545, 0.417)  0.0017
C (0.351, 1.251, 1.143)  0.0110
C (4.301, 0.286, 1.826)  0.0039
C (5.146, -0.312, -1.409)  0.0080
C (-2.425, -0.207, -2.034)  -0.0027
C (-0.665, 1.519, 4.705)  0.0009
C (0.627, 1.321, -2.410)  -0.0257
C (0.692, 2.205, -3.529)  -0.0030
C (-2.383, 2.837, -1.032)  -0.0012
C (-3.689, -1.175, 0.372)  0.0126
C (0.930, 1.698, -4.823)  -0.0041
C (3.732, 1.787, -1.386)  0.0061
C (3.287, -0.175, -2.948)  0.0104
C (-0.339, -1.568, 6.535)  0.0023
C (3.729, 0.259, -1.546)  0.0551
C (-4.650, 1.907, -0.532)  0.0021
C (-1.552, -2.318, -3.203)  0.1410
C (0.505, -3.281, -2.429)  0.1256
C (-1.456, -1.369, -2.191)  -0.0001
C (-0.420, -3.416, 4.856)  0.0002
C (4.332, -2.175, 1.102)  0.0066
C (1.928, -1.799, -1.053)  0.4200
C (3.482, -0.935, 1.372)  0.0309
C (1.042, 2.574, -5.903)  0.0009
C (-0.408, -0.213, 6.498)  0.0009
C (-4.888, -1.331, -0.580)  0.0045
C (0.659, -2.182, -1.541)  0.0227
C (0.620, 4.460, -4.447)  0.0004
C (0.538, 3.600, -3.349)  -0.0052
C (-0.588, -3.333, -3.266)  -0.0084
C (0.894, 3.952, -5.720)  -0.0044
C (-3.020, 2.400, 1.334)  0.0001
C (2.518, -1.296, 2.505)  0.0013
H (-3.448, 3.412, 1.393)  0.0000
H (-5.604, -2.016, -0.102)  0.0010
H (-5.290, 1.346, 0.158)  0.0001
H (-1.068, 2.128, 5.520)  0.0000
H (0.321, 1.913, 4.423)  0.0001
H (-1.330, 1.573, 3.836)  0.0005
H (0.981, 4.623, -6.574)  -0.0002
H (-5.007, 2.947, -0.519)  0.0004
H (1.028, 0.615, -4.944)  -0.0003
H (0.462, 5.528, -4.304)  0.0001
H (3.094, -1.631, 3.381)  0.0002
H (1.320, -4.001, -2.470)  0.0050
H (-0.368, 0.525, 7.279)  0.0001
H (1.833, -2.107, 2.225)  0.0009
H (3.639, 1.143, 2.018)  0.0006
H (-2.038, 0.670, -2.575)  -0.0021
H (-2.460, 2.554, -2.087)  -0.0001
H (-1.963, 2.463, 1.629)  -0.0003
H (-2.146, -2.551, 1.113)  0.0011
H (-3.725, -3.283, 0.783)  -0.0001
H (3.410, -1.255, -3.087)  0.0031
H (0.359, 3.992, -2.343)  -0.0002
H (-5.420, -0.398, -0.781)  0.0002
H (5.648, -0.072, -0.469)  0.0002
H (4.814, 0.032, 2.764)  0.0013
H (-0.521, -3.491, 3.769)  0.0001
H (-0.224, -2.245, 7.361)  0.0004
H (5.061, 0.601, 1.104)  0.0000
H (5.756, 0.121, -2.220)  0.0030
H (0.528, -3.875, 5.170)  0.0000
H (4.419, 2.228, -2.124)  0.0018
H (-4.779, -1.662, 2.155)  0.0001
H (5.123, -2.021, 0.363)  0.0001
H (-3.318, -0.709, 2.477)  0.0000
H (3.708, -3.018, 0.780)  0.0026
H (1.918, -0.432, 2.820)  0.0003
H (-1.245, -3.954, 5.341)  0.0001
H (-2.790, 3.854, -0.932)  0.0000
H (-4.784, 1.532, -1.556)  0.0001
H (-2.390, -2.257, -3.892)  0.0077
H (-3.410, -0.420, -2.463)  -0.0002
H (-3.544, 1.771, 2.062)  0.0001
H (-4.794, 0.079, 1.817)  0.0000
H (4.073, 2.091, -0.387)  0.0003
H (1.235, 2.165, -6.894)  0.0002
H (2.735, -2.500, -1.322)  0.0128
H (4.820, -2.456, 2.048)  0.0008
H (3.914, 0.338, -3.693)  0.0008
H (-1.321, 2.874, -0.761)  -0.0006
H (-0.699, -4.144, -3.981)  -0.0034
H (5.152, -1.399, -1.559)  0.0002
H (-4.594, -1.782, -1.537)  0.0003
H (2.740, 2.222, -1.552)  0.0005
H (2.248, 0.068, -3.173)  0.0003
H (-2.649, -2.867, -0.571)  0.0002



ORCA calculation (ωB97M-V/def2-TZVPD) on an isolated molecule of C7H13N at a distorted geometry.

net charge = 0
SMILES = C=C(C)/C(=C\C)CN
HOMO = -8.532 eV
energy relative to the best compared isomer or geometry (same formula, charge and spin) = 476.2 kJ/mol

Last column: Löwdin charge in e.
CARTESIAN COORDINATES (ANGSTROEM)
N (2.474, 0.552, -0.240)  -0.0410
C (-1.627, -0.367, 2.097)  -0.1122
C (-0.641, -0.297, -0.940)  -0.3610
C (1.236, 1.351, 0.115)  -0.2451
C (-0.434, 0.370, 1.546)  -0.0906
C (-0.381, -1.801, -0.651)  -0.0935
C (-0.749, 0.073, -2.300)  0.0444
C (-0.154, 0.593, 0.139)  -0.2003
H (-1.496, -1.198, 2.708)  0.0460
H (2.807, -0.135, 0.391)  0.0172
H (-0.349, -2.364, -1.650)  0.0733
H (-2.274, 0.375, 2.646)  0.0941
H (-1.090, 1.076, -2.644)  0.0587
H (-1.215, -2.086, 0.009)  0.0483
H (-2.360, -0.757, 1.450)  0.0461
H (0.644, -1.928, 0.128)  0.1548
H (1.652, 1.837, 1.110)  0.1334
H (-0.834, -1.022, -2.947)  0.1166
H (0.376, 0.950, 2.156)  0.1103
H (2.189, -0.215, -1.037)  0.1185
H (1.126, 2.070, -0.681)  0.0822



ORCA calculation (ωB97M-V/def2-TZVPD) on a cluster of 7 separate species, C4H25N2O6S in total at a distorted geometry.

net charge = +1
HOMO = -12.050 eV
energy relative to the best compared isomer or geometry (same formula, charge and spin) = 113.7 kJ/mol

Last column: Löwdin charge in e.
CARTESIAN COORDINATES (ANGSTROEM)
S (-0.849, 3.643, -1.991)  0.7605
O (2.567, 0.543, 2.401)  -0.0341
O (2.261, -3.232, 0.777)  -0.0496
O (1.292, -1.802, 3.139)  -0.0623
O (2.844, -1.373, -1.241)  -0.0647
O (-1.329, -0.863, 3.272)  -0.0758
O (-2.884, 1.997, -2.836)  -0.1402
N (-2.011, 0.973, -0.477)  0.1747
N (-1.908, -1.556, -0.126)  0.0122
C (-0.566, 0.513, -0.453)  -0.2422
C (0.550, 2.496, -1.643)  -0.4867
C (-0.598, -1.034, -0.561)  -0.1904
C (0.132, 1.039, -1.728)  -0.2290
H (-0.659, -1.525, 3.039)  -0.0025
H (-3.085, 1.954, -3.785)  0.0819
H (-0.438, -1.414, -1.572)  0.1264
H (1.439, -0.879, 2.875)  0.0171
H (-2.026, 1.945, -0.166)  0.1269
H (0.995, 2.623, -0.654)  0.0835
H (-2.404, 0.865, -1.416)  0.1090
H (-0.167, 0.893, 0.486)  0.1525
H (0.214, -1.494, 0.001)  0.1013
H (-0.672, 4.698, -1.176)  -0.1349
H (1.267, 2.821, -2.395)  0.0658
H (1.813, -4.071, 0.762)  0.0430
H (-2.238, -2.322, -0.684)  0.0821
H (2.259, -2.698, 1.568)  -0.0017
H (3.499, 0.368, 2.259)  0.0664
H (1.475, -2.028, 4.049)  0.0697
H (2.382, 1.349, 2.884)  0.0600
H (3.777, -1.569, -1.340)  0.0429
H (0.999, 0.368, -1.827)  0.1095
H (-0.406, 0.861, -2.658)  0.1171
H (-1.889, -1.757, 0.864)  0.0618
H (-2.547, 0.425, 0.201)  0.1418
H (-3.561, 2.642, -2.619)  0.0568
H (2.280, -2.146, -1.235)  0.0072
H (-1.806, -1.255, 4.007)  0.0439



Question: Which of these has the lowest net charge?
Answer: C7H13N